# 1
C6H4O in the gas phase in a non-equilibrium geometry. Source: the OMol25 dataset; level of theory: the ωB97M-V functional and the def2-TZVPD basis.

Geometry as XYZ:
```
11
Properties=species:S:1:pos:R:3:forces:R:3:mulliken_charge:R:1
O -0.004 1.150 -0.574 -0.0520 -0.0362 0.2745 -0.28
C -1.419 0.699 1.616 0.2355 -0.2344 -1.0542 0.01
C -0.612 0.209 0.240 -0.1454 -0.0520 0.6655 0.46
C 0.049 -0.991 0.093 -0.0587 0.2493 0.0353 -0.38
C 1.002 0.533 -1.213 -0.2213 -0.0424 0.0718 -0.27
C -2.190 0.467 0.633 -0.0563 0.0871 0.0238 -0.86
C 1.084 -0.779 -0.850 0.0438 0.0562 -0.0182 -0.33
H 1.568 1.146 -1.905 -0.1079 -0.1717 0.1635 0.43
H -0.219 -1.910 0.600 0.0515 0.1840 -0.1001 0.43
H -1.050 0.977 2.582 0.2640 -0.0339 -0.0602 0.40
H 1.791 -1.500 -1.221 0.0468 -0.0061 -0.0018 0.38
```
Positions in Å, forces in eV/Å.

**Frontier orbital gap**: 8.80 eV
**Total charge**: 0
**Multiplicity**: 1
**ΔE to the lowest compared entry with this formula, charge and spin**: 68.6 kcal/mol

***

# 2
A molecular structure, C6H4O6Pr in a non-equilibrium geometry. Source: the OMol25 dataset; level of theory: the ωB97M-V functional and the def2-TZVPD basis.

Geometry as XYZ:
```
17
Properties=species:S:1:pos:R:3:forces:R:3:mulliken_charge:R:1
Pr 0.383 -0.784 0.342 -1.5124 1.1227 0.5030 1.14
O -1.357 -2.368 -2.524 3.5464 2.6385 3.9780 0.02
O 2.622 1.854 1.853 -2.3888 -3.3385 -2.4508 0.03
O 0.721 1.879 -2.446 0.3774 -2.8902 2.5359 0.00
O 3.483 -1.665 -1.529 -4.1366 1.5170 2.3308 0.01
O 0.470 -3.421 2.920 0.3042 3.8647 -4.0466 0.03
O -1.542 0.553 1.052 1.5050 -0.6664 0.0780 -0.47
C 0.789 1.036 -1.677 -0.4312 3.2208 -2.8031 0.19
C 2.527 -1.332 -0.981 5.1876 -1.8942 -2.9280 0.24
C 2.029 1.050 1.285 2.8836 3.9098 2.7591 0.30
C 0.521 -2.620 2.089 -0.2231 -5.0542 5.1680 0.44
C -2.086 1.489 0.085 -0.2078 0.8580 -1.0773 -0.58
C -0.681 -1.857 -1.731 -4.0811 -3.2096 -5.0351 0.32
H -1.266 1.048 1.832 -0.6251 0.3039 0.6553 0.38
H -1.390 2.321 -0.049 -0.1798 0.0768 0.1694 0.36
H -3.082 1.867 0.338 0.2413 -0.3453 0.2791 0.29
H -2.142 0.950 -0.858 -0.2594 -0.1138 -0.1158 0.30
```
Positions in Å, forces in eV/Å.

**Frontier orbital gap (spin up / spin down)**: 9.10 / 9.51 eV
**Total charge**: +3
**Multiplicity**: 3
**ΔE to the lowest compared entry with this formula, charge and spin**: 0.0 kcal/mol

***

# 3
2 unconnected molecules or ions with the total composition C6H4OS in a non-equilibrium geometry. Source: the OMol25 dataset; level of theory: the ωB97M-V functional and the def2-TZVPD basis.

Geometry as XYZ:
```
12
Properties=species:S:1:pos:R:3:forces:R:3:mulliken_charge:R:1
S -3.593 0.507 0.639 -0.2558 -0.3578 -0.4285 -0.15
O -4.090 -1.255 -1.431 0.0877 0.3854 0.4437 -0.21
C -0.927 -1.043 1.030 0.0443 0.0797 -0.1156 -0.66
C 0.240 0.550 -0.440 0.1308 0.0723 -0.0949 -0.23
C -1.983 0.870 -0.015 -0.2442 -1.1158 0.9114 0.37
C 0.227 -0.577 0.360 0.1353 -0.1044 0.0376 -0.24
C -0.901 1.349 -0.676 0.0709 -0.1405 0.0477 -0.66
C -1.994 -0.244 0.784 -0.1680 1.1911 -0.7902 0.31
H -0.877 2.216 -1.315 -0.0327 0.0821 -0.0581 0.38
H 1.139 -1.143 0.474 0.1319 -0.0046 -0.0042 0.35
H -0.925 -1.932 1.637 -0.0208 -0.0646 0.0572 0.38
H 1.163 0.836 -0.922 0.1207 -0.0229 -0.0060 0.35
```
Positions in Å, forces in eV/Å.

**Frontier orbital gap (spin up / spin down)**: 6.39 / 7.06 eV
**Total charge**: 0
**Multiplicity**: 1
**ΔE to the lowest compared entry with this formula, charge and spin**: 96.4 kcal/mol

***

# 4
20 unconnected molecules or ions with the total composition C6H52O20 in a non-equilibrium geometry. Source: the OMol25 dataset; level of theory: the ωB97M-V functional and the def2-TZVPD basis.

Geometry as XYZ:
```
78
Properties=species:S:1:pos:R:3:forces:R:3:mulliken_charge:R:1
O 3.109 -1.212 -1.677 0.9046 -0.3296 -0.5718 -0.78
O 2.406 4.828 -0.552 0.4189 0.0735 -0.7919 -0.45
O -3.009 -2.181 0.177 -0.3389 -0.0813 0.4614 -0.62
O -2.927 -2.944 2.955 0.0867 -0.1340 0.4381 -0.62
O 0.863 -0.245 -4.945 0.3486 -0.2387 0.1117 -0.64
O 0.278 -3.626 0.075 -0.1985 -0.6340 0.0536 -0.66
O -0.114 -0.806 0.138 -0.8814 0.0176 0.5335 1.06
O -2.022 2.324 -1.103 0.4076 0.3731 -0.3274 -0.64
O -0.612 -6.065 1.159 -0.3362 -0.6591 0.0194 -0.65
O 2.223 0.864 -0.235 -1.2922 -1.3932 -0.4084 -0.25
O 0.569 -1.841 -2.425 -0.2236 0.2245 0.4230 -0.27
O -1.640 2.002 4.590 0.3985 -0.0533 0.2613 -0.53
O -2.381 -3.015 -2.725 -0.1196 0.3149 0.2040 -0.64
O 1.142 2.834 -1.957 0.1242 0.0919 0.2323 -0.66
O -1.073 1.443 -3.420 0.7052 -0.3748 -1.0367 -0.57
O 2.326 -1.475 3.526 0.8714 0.5103 0.4035 -0.72
O 2.993 -3.050 0.366 0.6096 -0.2289 0.8189 -0.76
O 0.206 -4.501 -3.139 -0.3060 0.0936 -0.0638 -0.54
O -4.037 0.591 -0.216 0.1729 0.1437 -0.0198 -0.58
O -0.141 -2.045 2.854 -0.1088 0.0615 0.1607 -0.57
C 0.676 5.395 0.938 -0.6677 0.3169 0.8632 -0.71
C 3.481 1.124 0.323 0.2962 0.6050 1.2124 -0.32
C -1.720 1.612 2.225 1.5843 -0.2013 0.8302 -0.16
C 1.507 5.843 -0.267 -1.4829 0.6043 1.7692 -0.35
C -2.315 1.298 3.578 -0.3472 0.8631 -1.0594 -0.54
C 3.270 1.510 1.780 0.1721 1.0792 0.4608 -0.99
H 1.865 4.248 -1.093 0.3960 -0.7799 -0.1816 0.35
H 0.124 -2.689 0.192 -0.2166 0.6904 0.2209 0.21
H 4.164 1.628 2.393 0.3657 -0.3445 -0.3011 0.40
H 2.706 -1.815 2.715 0.1727 -0.2584 -0.3166 0.33
H -1.505 1.781 -2.636 -0.6619 0.1313 0.8809 0.33
H 0.412 -0.048 0.393 0.6813 0.2234 0.1831 -0.19
H -2.852 -2.565 -0.686 0.1867 -0.0421 -0.2094 0.16
H 0.780 -1.389 -3.243 -0.0647 0.3781 -0.6479 0.31
H -4.561 0.181 0.471 -0.1230 -0.1894 0.3115 0.27
H 4.078 0.214 0.263 -0.0730 -0.1177 -0.0977 0.41
H -0.305 -1.616 2.014 -0.0018 0.2063 -0.3814 0.08
H -1.583 2.691 2.159 -0.5800 0.0839 -0.5380 0.40
H -0.037 -0.842 -0.816 0.2820 -0.2880 -0.7553 -0.09
H 1.149 -4.663 -3.167 0.4354 0.0823 0.0908 0.27
H -4.679 0.903 -0.854 -0.1714 0.0162 -0.3084 0.21
H 1.412 -1.759 3.500 -0.4786 -0.1736 -0.1041 0.41
H 3.086 -2.367 -0.298 0.0111 0.2372 -0.5768 0.46
H 0.166 -3.772 -0.864 0.1388 -0.1384 -0.4193 0.31
H 0.126 0.279 -4.632 -0.4197 0.3465 0.4179 0.37
H 2.537 -1.137 -2.440 -0.0027 -0.2209 0.0971 0.25
H -2.801 -3.823 -2.430 -0.1174 -0.3819 0.0409 0.30
H 2.601 0.862 2.346 0.0811 -0.4051 -0.3784 0.25
H 3.977 1.889 -0.275 0.2225 0.1876 0.2498 0.33
H 0.493 -0.788 -5.641 0.0233 -0.1669 -0.2809 0.32
H -3.309 -2.371 3.619 -0.0585 0.0565 0.3129 0.29
H -2.421 1.595 -0.627 -0.2605 -0.4858 0.3913 0.27
H -2.268 1.103 1.431 0.0211 0.4194 0.0287 -0.05
H 2.015 6.781 -0.046 0.1895 -0.0773 -0.0927 0.31
H -1.248 2.101 -4.093 -0.1045 0.2044 -0.2621 0.29
H 0.016 -6.236 1.860 0.1174 -0.0330 0.1440 0.30
H -0.186 -5.305 -3.480 -0.1261 -0.3124 0.0130 0.24
H -2.626 3.055 -0.972 -0.0716 0.2809 0.0778 0.25
H 2.047 -3.171 0.455 -0.2989 -0.2999 -0.0588 0.29
H -0.691 1.251 2.239 0.1351 -0.2986 -0.2825 -0.07
H -2.276 0.219 3.731 -0.4786 -0.0823 0.2115 0.28
H -3.287 1.782 3.481 -0.8346 -0.8792 0.4402 0.35
H -2.174 1.882 5.380 0.2113 0.1195 0.2384 0.31
H 1.736 1.578 -0.653 0.6257 0.8365 -0.0596 0.03
H -0.025 4.595 0.697 0.5620 -0.6853 -0.2459 0.00
H 1.301 5.139 1.793 0.1023 -0.3714 -0.1905 0.25
H -0.887 -2.634 2.972 -0.5335 -0.3327 0.1004 0.33
H 2.972 -0.399 -1.192 -0.4645 0.4487 0.1427 0.49
H 1.588 2.560 -2.758 0.2193 -0.1056 -0.3006 0.24
H 2.835 2.509 1.823 -0.2647 0.1400 -0.1845 0.13
H -0.079 -2.499 -2.676 -0.2694 -0.3557 -0.0752 -0.06
H -3.182 -2.549 2.121 0.0396 -0.0782 -0.7547 0.34
H -2.014 -3.234 -3.581 0.1280 -0.0443 -0.2446 0.26
H 0.236 2.549 -2.076 -0.4539 -0.1310 -0.0819 0.20
H -0.057 6.084 1.358 0.2450 0.9220 -0.2646 0.43
H -0.325 -5.236 0.776 0.1605 0.6456 -0.0536 0.39
H -2.855 -1.245 0.056 0.2190 0.2826 -0.2050 0.37
H 0.753 6.030 -1.032 0.3597 0.0953 -0.7181 0.25
```
Positions in Å, forces in eV/Å.

**Frontier orbital gap**: 8.81 eV
**Total charge**: 0
**Multiplicity**: 1
**ΔE to the lowest compared entry with this formula, charge and spin**: 0.0 kcal/mol